Below is a molecular structure, C29H48NOP3SV at a distorted geometry, with properties calculated with wB97M-V/def2-TZVPD.

Structure (XYZ):
```
84
Properties=species:S:1:pos:R:3:lowdin_charge:R:1
V 0.10 -1.17 0.07 0.47
P 1.81 -1.70 1.36 0.78
P 1.26 4.24 -2.48 0.97
P -1.00 -3.02 -0.54 0.78
H 2.02 0.92 -0.18 0.08
C 1.03 0.67 -0.64 -0.15
C 0.70 -0.40 -1.58 -0.24
H 1.41 -0.69 -2.36 0.12
C 3.14 -2.38 0.31 -0.17
C 2.67 -0.38 2.26 -0.17
C 1.56 -2.98 2.60 -0.18
C 0.93 5.67 -3.58 -0.18
C 0.27 4.50 -0.99 -0.25
C 2.95 3.95 -1.82 -0.20
C -2.81 -2.77 -0.48 -0.21
C -0.79 -4.44 0.60 -0.19
C -0.76 -3.74 -2.20 -0.19
H 0.66 1.70 -0.77 0.05
H -0.30 -0.87 -1.98 0.09
H 4.03 -2.35 0.94 0.09
H 3.27 -1.75 -0.58 0.06
H 2.90 -3.40 0.01 0.07
H 3.58 -0.85 2.66 0.09
H 2.05 -0.03 3.10 0.05
H 2.92 0.46 1.60 0.06
H 1.55 -3.97 2.16 0.06
H 0.63 -2.80 3.13 0.01
H 2.38 -2.91 3.32 0.10
H 0.78 6.62 -3.04 0.08
H 0.04 5.45 -4.19 0.06
H 1.82 5.83 -4.20 0.08
H -0.06 5.56 -0.95 0.08
H 0.84 4.33 -0.05 0.06
H -0.62 3.85 -1.00 0.04
H 3.68 4.10 -2.65 0.07
H 3.06 2.91 -1.44 0.04
H 3.22 4.64 -0.99 0.08
H -3.31 -3.68 -0.84 0.09
H -3.13 -1.93 -1.11 0.05
H -3.15 -2.56 0.55 0.03
H -1.50 -5.24 0.33 0.10
H -0.97 -4.12 1.63 0.04
H 0.24 -4.83 0.50 0.06
H -1.33 -4.67 -2.29 0.09
H 0.30 -3.95 -2.37 0.07
H -1.10 -3.03 -2.97 0.07
C -1.28 1.73 -3.48 -0.25
C -2.19 0.92 -2.75 -0.04
C -3.51 0.69 -3.18 -0.06
C -4.05 1.45 -4.24 0.02
C -3.24 2.54 -4.69 0.01
C -1.88 2.63 -4.33 -0.01
O 0.11 1.97 -3.57 -0.06
H 0.67 2.73 -3.09 -0.05
H -1.97 0.41 -1.81 0.05
H -4.05 -0.11 -2.60 0.12
H -5.10 1.33 -4.57 0.14
H -3.55 3.24 -5.44 0.12
H -1.13 3.32 -4.73 0.13
N -1.12 0.06 0.66 -0.33
S -2.48 -0.11 1.78 1.20
C -1.64 -0.89 3.14 -0.42
C -1.90 -2.23 3.47 -0.08
C -1.23 -2.81 4.54 -0.05
C -0.31 -2.07 5.28 -0.02
C -0.02 -0.76 4.91 -0.04
C -0.70 -0.17 3.85 -0.08
C -2.80 1.60 2.27 -0.39
C -1.84 2.60 2.06 -0.11
C -2.07 3.89 2.53 -0.04
C -3.26 4.18 3.20 0.00
C -4.26 3.21 3.36 -0.01
C -4.04 1.92 2.88 -0.04
H -1.38 0.91 0.14 0.03
H -2.68 -2.75 2.94 0.11
H -1.41 -3.87 4.75 0.14
H 0.24 -2.54 6.10 0.14
H 0.72 -0.17 5.45 0.14
H -0.55 0.88 3.59 0.12
H -0.90 2.40 1.57 0.09
H -1.31 4.64 2.38 0.12
H -3.41 5.16 3.63 0.13
H -5.20 3.46 3.87 0.14
H -4.83 1.15 2.97 0.13
```

The value obtained for the HOMO energy (alpha / beta) is -18.8 / -18.7 eV. The calculation puts the molar mass at 602.64 g/mol. As for the expectation value of S²: 0.771. Its HOMO-LUMO gap (alpha / beta) is 5.19 / 5.01 eV. The value obtained for the relative energy (zero: lowest compared OMol25 entry of this formula, charge and spin) is 5.8 kcal/mol. Its multiplicity is 2. As for the total energy: -3628.33006 Ha. The net charge is +4.

***

Below is 13 unconnected molecules or ions with the total composition C29H49BClN12O2S at a distorted geometry, with properties calculated with wB97M-V/def2-TZVPD.

Structure (XYZ):
```
95
Properties=species:S:1:pos:R:3:lowdin_charge:R:1
C -0.28 3.01 1.37 -0.07
C -1.50 3.80 0.74 -0.21
O -2.36 2.99 -0.11 0.00
B -2.63 1.73 0.46 -0.72
O -3.03 1.51 1.81 0.11
S -2.37 0.24 -0.70 1.14
C -0.60 -0.25 -0.37 -0.34
C -0.40 -1.81 -0.17 -0.28
C -0.74 -2.29 1.31 -0.53
Cl -2.53 -2.58 1.57 0.52
H 0.24 2.40 0.58 0.08
H -0.52 2.44 2.31 0.07
H 0.47 3.80 1.69 0.11
H -2.09 4.34 1.55 0.13
H -1.06 4.60 0.08 0.13
H -3.84 2.02 1.98 0.13
H -3.25 -0.74 -0.28 -0.01
H -0.02 0.04 -1.30 0.12
H -0.18 0.31 0.52 0.09
H -0.94 -2.43 -0.95 0.10
H 0.72 -2.02 -0.33 0.10
H -0.20 -3.28 1.47 0.08
H -0.32 -1.59 2.10 0.07
C 2.68 -5.67 1.14 -0.06
C 2.74 -4.27 0.63 -0.24
N 2.78 -3.18 0.23 0.12
H 2.31 -6.34 0.36 0.03
H 3.68 -6.00 1.44 0.07
H 2.01 -5.73 1.99 0.06
C -4.46 6.48 0.43 -0.06
C -3.07 6.95 0.72 -0.28
N -1.99 7.31 0.94 0.13
H -4.74 5.71 1.16 0.08
H -5.15 7.31 0.50 0.08
H -4.50 6.06 -0.57 0.04
C -3.50 5.70 -3.72 -0.05
C -4.17 6.86 -3.07 -0.26
N -4.70 7.76 -2.56 0.13
H -4.12 5.32 -4.54 0.06
H -2.53 6.00 -4.11 0.05
H -3.36 4.90 -2.99 0.07
C -0.90 -5.12 -2.67 -0.05
C 0.11 -5.95 -1.96 -0.22
N 0.90 -6.61 -1.41 0.14
H -0.85 -4.09 -2.32 0.04
H -0.71 -5.15 -3.74 0.09
H -1.90 -5.51 -2.47 0.09
C 6.07 -6.27 -0.45 -0.11
C 6.52 -7.68 -0.28 -0.24
N 6.87 -8.78 -0.14 0.12
H 5.01 -6.25 -0.72 0.06
H 6.22 -5.71 0.47 0.05
H 6.64 -5.79 -1.25 0.05
C -0.64 -0.83 5.50 -0.06
C 0.15 -0.07 4.49 -0.25
N 0.77 0.52 3.70 0.12
H -1.66 -0.43 5.55 0.08
H -0.69 -1.88 5.22 0.04
H -0.18 -0.74 6.48 0.09
C -6.50 6.91 -7.18 -0.06
C -6.04 5.50 -7.03 -0.26
N -5.69 4.39 -6.92 0.11
H -7.56 6.93 -7.43 0.08
H -6.34 7.45 -6.25 0.07
H -5.94 7.39 -7.98 0.08
C 1.00 -6.83 4.73 -0.06
C 0.50 -5.43 4.86 -0.25
N 0.11 -4.34 4.97 0.13
H 0.44 -7.35 3.97 0.08
H 2.06 -6.82 4.45 0.08
H 0.89 -7.35 5.68 0.09
C 6.37 -12.08 1.63 -0.07
C 5.36 -12.29 2.72 -0.27
N 4.58 -12.44 3.56 0.10
H 5.96 -12.43 0.68 0.08
H 6.61 -11.02 1.55 0.05
H 7.27 -12.64 1.86 0.08
C -4.19 10.56 1.60 -0.07
C -5.17 10.84 2.69 -0.26
N -5.93 11.05 3.54 0.12
H -4.64 10.79 0.63 0.08
H -3.31 11.18 1.73 0.08
H -3.90 9.51 1.62 0.04
C 7.31 -1.91 -0.46 -0.05
C 7.76 -3.32 -0.28 -0.22
N 8.11 -4.42 -0.15 0.13
H 6.25 -1.89 -0.72 0.07
H 7.46 -1.36 0.47 0.08
H 7.88 -1.44 -1.26 0.08
C 1.13 6.63 -3.84 -0.06
C 0.31 5.56 -4.47 -0.26
N -0.33 4.72 -4.96 0.12
H 0.86 6.73 -2.78 0.08
H 2.19 6.39 -3.91 0.08
H 0.94 7.58 -4.34 0.08
```

The value obtained for the HOMO energy is -12.5 eV. The calculation puts the molar mass at 676.12 g/mol. Its HOMO-LUMO gap is 8.88 eV. As for the total energy: -2824.87435 Ha. The net charge is +1.

***

Below is a molecular structure, C29H49Br3Cl6F5LiN3O15S3 at a distorted geometry, with properties calculated with wB97M-V/def2-TZVPD.

Structure (XYZ):
```
114
Properties=species:S:1:pos:R:3:lowdin_charge:R:1
C 2.79 -1.66 2.06 -0.03
C 1.61 -0.69 1.37 -0.29
C 2.14 0.86 1.24 -0.11
O 2.34 1.34 2.64 -0.08
C 1.20 2.24 2.98 -0.27
O 1.47 3.49 3.43 -0.03
C -0.40 1.78 2.90 -0.34
S -1.54 3.24 2.44 0.90
C -2.38 2.85 0.77 -0.48
O -2.46 3.97 -0.22 -0.26
S -4.08 4.26 -0.72 0.90
O -4.62 3.54 -1.99 -0.32
O -4.55 5.74 -0.94 -0.36
O -4.86 3.50 0.63 -0.20
C -3.96 2.33 0.81 -0.32
C -4.36 1.25 2.00 -0.11
C -5.75 0.50 1.51 -0.19
C -6.15 -0.74 2.52 -0.08
C -5.41 -2.16 2.19 -0.17
F -4.03 -1.95 1.63 -0.02
F -5.25 -2.92 3.46 0.00
C -6.22 -3.10 1.08 -0.13
F -6.92 -4.25 1.73 0.04
F -5.18 -3.65 0.13 0.02
F -7.15 -2.21 0.34 -0.03
O 1.25 -1.34 0.10 -0.08
C 1.51 -0.49 -1.07 -0.29
O 2.66 -0.42 -1.75 0.00
C 0.24 0.48 -1.55 -0.47
S -0.09 0.39 -3.41 0.52
H 2.74 -1.51 3.23 0.10
H 2.40 -2.77 1.87 0.11
H 3.86 -1.46 1.62 0.09
H 0.68 -0.80 2.10 0.15
H 1.38 1.61 0.75 0.12
H 3.19 0.91 0.70 0.17
H -0.57 0.99 2.02 0.08
H -0.69 1.27 3.91 0.12
H -1.85 2.01 0.12 0.14
H -4.07 1.68 -0.16 0.15
H -3.43 0.50 2.08 0.14
H -4.60 1.75 3.03 0.13
H -6.61 1.31 1.61 0.07
H -5.74 0.16 0.39 0.11
H -5.85 -0.38 3.61 0.15
H -7.31 -0.96 2.57 0.13
H -0.74 0.09 -1.00 0.09
H 0.39 1.61 -1.27 0.07
H -1.49 0.61 -3.64 -0.08
Cl 0.19 -3.40 -4.17 0.53
C 0.78 -3.42 -5.85 -0.69
C 1.18 -2.04 -6.34 -0.64
Cl -0.23 -0.96 -6.53 0.36
H -0.01 -3.86 -6.48 0.07
H 1.65 -4.09 -5.88 -0.04
H 1.65 -2.11 -7.32 0.08
H 1.88 -1.56 -5.66 0.05
Cl 0.89 0.98 -5.92 -0.41
O 6.73 -0.06 2.14 0.07
C 7.17 -1.19 2.35 -0.50
O 6.32 -2.24 2.49 -0.02
C 6.73 -3.61 2.58 -0.21
C 7.13 -3.97 4.00 -0.10
C 8.64 -1.41 2.55 0.01
H 7.52 -3.83 1.85 0.12
H 5.87 -4.21 2.28 0.12
H 7.98 -3.38 4.35 0.04
H 7.39 -5.03 4.07 0.03
H 6.30 -3.77 4.69 0.09
H 8.90 -1.14 3.58 0.10
H 9.18 -0.77 1.86 0.09
H 8.96 -2.43 2.35 0.06
C 3.19 -7.08 -5.73 -1.52
Cl 3.47 -6.58 -4.06 0.53
Cl 3.05 -5.66 -6.79 0.57
Cl 4.48 -8.15 -6.29 0.52
H 2.24 -7.63 -5.78 0.02
C -4.62 7.51 -3.71 -0.02
C -6.04 7.46 -4.23 -0.37
C -6.61 6.08 -4.32 -0.10
O -7.59 6.22 -5.33 0.08
C -7.17 7.24 -6.13 -0.50
O -7.67 7.52 -7.21 0.15
O -6.11 7.90 -5.57 0.08
H -4.19 8.51 -3.87 0.07
H -4.58 7.28 -2.64 0.06
H -3.98 6.80 -4.24 0.11
H -6.68 8.12 -3.63 0.13
H -7.06 5.74 -3.38 0.15
H -5.88 5.33 -4.65 0.15
C 7.41 -8.65 5.18 -0.07
C 6.55 -7.64 4.55 -0.24
N 5.87 -6.83 4.05 0.14
H 6.87 -9.58 5.37 0.08
H 8.27 -8.91 4.55 0.08
H 7.81 -8.31 6.14 0.08
N -5.77 10.47 -2.06 0.33
H -6.08 10.36 -3.03 0.15
H -4.75 10.55 -2.04 0.16
H -6.19 11.31 -1.65 0.17
H -6.06 9.65 -1.51 0.16
C 11.62 -4.14 5.24 0.04
N 10.27 -4.55 4.77 -0.41
O 9.37 -4.57 5.62 0.04
O 10.16 -4.83 3.58 0.05
H 11.58 -3.92 6.31 0.10
H 12.31 -4.97 5.05 0.10
H 11.91 -3.25 4.68 0.10
C -9.77 0.69 0.09 -1.57
Br -9.39 1.97 1.51 0.57
Br -8.37 0.68 -1.26 0.59
Br -10.11 -1.09 0.79 0.60
H -10.69 1.02 -0.40 -0.02
Li 2.61 2.61 -4.83 0.69
```

The value obtained for the HOMO energy is -7.9 eV. The calculation puts the molar mass at 1330.28 g/mol. Its HOMO-LUMO gap is 3.62 eV. As for the total energy: -14611.00632 Ha. The net charge is +1.